1.
The following is a quantum chemistry calculation of the molecule C6H16N2 at a distorted geometry, from the Open Molecules 2025 dataset.

For the gap between HOMO and LUMO, the calculation gives 9.382 eV. Its SMILES is CCCCCNCN. As for the total energy: -347.658294 a.u. As for the multiplicity: 1. For the energy above the lowest of the compared OMol25 structures with the same formula, charge and spin, the calculation gives 41.7 kcal/mol. Its charge is 0. The molecular weight comes out at 116.208 g/mol.

The geometry in XYZ format:
```
24
Properties=species:S:1:pos:R:3:nbo_charge:R:1
C -0.94651 -0.95082 -2.35623 -0.62
C 0.56202 -1.07892 -2.01474 -0.40
C 1.22784 -0.02343 -1.09517 -0.39
C 1.29989 -0.50688 0.38537 -0.44
C 0.06339 -0.72833 1.23491 -0.23
N -0.16764 0.33895 2.26490 -0.67
C -0.33717 1.67352 1.71427 -0.07
N -1.76279 1.98709 1.57211 -0.86
H -1.39454 -0.22392 -1.67406 0.21
H -1.03827 -0.34911 -3.26145 0.20
H -1.31546 -1.95329 -2.56079 0.22
H 0.88255 -2.00979 -1.53882 0.19
H 1.00076 -1.16140 -3.01716 0.20
H 0.64327 0.90505 -1.16628 0.19
H 2.27934 0.02670 -1.41078 0.22
H 1.71060 -1.49907 0.15819 0.20
H 2.16580 -0.09589 0.93825 0.22
H 0.05789 -1.63572 1.83695 0.21
H -0.89440 -0.67438 0.68442 0.19
H 0.30620 0.28914 3.15005 0.37
H 0.15401 2.47043 2.27444 0.19
H 0.03702 1.79526 0.67994 0.17
H -2.20489 1.51108 0.79700 0.35
H -2.32891 1.89373 2.40467 0.36
```


2.
The following is a quantum chemistry calculation of a structure of composition C22H45AuN2P3S at a distorted geometry, from the Open Molecules 2025 dataset.

For the gap between HOMO and LUMO (spin up / spin down), the calculation gives 6.737 / 4.148 eV. As for the total energy: -2531.740235 a.u. As for the multiplicity: 3. Its charge is +3. The molecular weight comes out at 659.572 g/mol.

The geometry in XYZ format:
```
74
Properties=species:S:1:pos:R:3:mulliken_spin:R:1
Au -0.03811 0.10224 -0.50014 0.28
P -1.59934 2.03464 -0.23328 0.18
P -1.79382 -1.31077 0.67808 0.14
P 1.63169 1.25584 -1.68102 0.12
H -0.95057 -2.39827 -1.96144 0.01
C 0.01802 -1.88919 -1.99764 0.18
C 0.96363 -2.05455 -0.96829 -0.03
H 0.72495 -2.62880 -0.06834 0.00
C -2.69502 2.14393 -1.69393 0.01
C -2.77991 2.16443 1.16599 0.02
C -0.79016 3.67100 -0.10923 0.01
C -1.50270 -3.11848 0.83678 0.02
C -2.18461 -0.96969 2.45181 0.01
C -3.46996 -1.33968 -0.09235 0.01
C 2.99530 0.18184 -2.23128 0.00
C 2.48393 2.51746 -0.68464 0.00
C 0.91926 2.12986 -3.11520 0.01
H 0.38171 -1.57412 -2.98225 0.00
H 2.02129 -1.88011 -1.17861 0.00
H -3.32422 3.04336 -1.60915 0.00
H -3.33457 1.25012 -1.73366 0.00
H -2.08268 2.20422 -2.60318 0.00
H -3.38168 3.07582 1.01012 0.01
H -2.21907 2.26012 2.10922 0.00
H -3.45526 1.29908 1.20551 0.00
H -1.58078 4.42704 0.02925 0.00
H -0.22520 3.90040 -1.02207 0.00
H -0.12263 3.68285 0.76710 0.00
H -2.41442 -3.60104 1.22252 0.01
H -0.68101 -3.28557 1.54570 0.00
H -1.24272 -3.56112 -0.12975 0.00
H -3.08123 -1.53954 2.75442 0.00
H -2.35357 0.09813 2.63701 0.00
H -1.33262 -1.29836 3.06543 0.00
H -4.07224 -2.14160 0.36309 0.00
H -3.36077 -1.54370 -1.16524 0.00
H -3.99013 -0.38386 0.03539 0.00
H 3.68804 0.75474 -2.86570 0.00
H 2.61762 -0.67696 -2.80527 0.01
H 3.53295 -0.17944 -1.34186 0.00
H 3.19504 3.06431 -1.32366 0.00
H 3.04194 2.00986 0.11615 0.00
H 1.75660 3.21793 -0.25235 0.00
H 1.72640 2.56467 -3.72506 0.00
H 0.23693 2.92968 -2.80042 0.00
H 0.33507 1.40864 -3.70537 0.00
C 2.07631 -0.90430 -6.78085 0.22
C 1.50934 -0.44562 -7.98435 0.06
C 1.43952 -1.29601 -9.09779 0.05
C 1.99886 -2.58271 -9.05221 0.23
C 2.74486 -2.95778 -7.91990 0.02
C 2.82950 -2.10078 -6.81882 0.09
S 2.02490 -0.05953 -5.27676 0.30
H 0.79407 0.59452 -5.27941 0.01
H 1.14064 0.57356 -8.02957 0.00
H 0.95527 -0.96244 -10.02000 0.01
H 1.90283 -3.28005 -9.89797 0.00
H 3.27012 -3.92068 -7.89414 0.00
H 3.46261 -2.34124 -5.96404 0.00
C 4.37694 -0.99873 3.19597 0.00
C 3.09314 -0.33643 2.93630 0.00
C 2.38782 0.54223 3.73406 0.00
C 1.23034 0.88959 3.00769 0.00
N 1.21746 0.24576 1.82273 0.00
N 2.35573 -0.48026 1.81438 -0.01
C 0.17395 1.79689 3.47472 0.00
H 5.15708 -0.24331 3.36468 0.00
H 4.29346 -1.62336 4.09598 0.00
H 4.67909 -1.63261 2.35992 0.00
H 2.66621 0.88565 4.71486 0.00
H 2.60767 -1.06844 1.02961 0.00
H -0.75961 1.24439 3.65959 0.00
H 0.48158 2.24373 4.43109 0.00
H -0.00384 2.61282 2.75661 0.00
```


3.
The following is a quantum chemistry calculation of a cluster of 2 separate species, C8H22BF3O7PS in total at a distorted geometry, from the Open Molecules 2025 dataset.

For the gap between HOMO and LUMO, the calculation gives 5.205 eV. As for the total energy: -1908.369069 a.u. As for the multiplicity: 1. Its charge is -1. The molecular weight comes out at 361.104 g/mol.

The geometry in XYZ format:
```
43
Properties=species:S:1:pos:R:3:nbo_charge:R:1
C -0.94229 0.42093 -4.62186 -1.06
B -2.14493 0.92396 -3.56623 0.84
O -3.52320 0.54868 -3.94992 -1.01
P -1.62773 1.94905 -2.03115 0.55
C -3.48076 2.31535 -1.60024 -0.42
O -4.00769 1.08131 -0.99722 -0.32
O -4.86292 1.31937 -0.04375 -0.46
C -0.96882 3.09254 -0.64634 -0.78
C -0.96832 2.43460 0.85475 0.02
O -2.34183 2.20255 1.40895 -0.72
C -0.01160 1.09892 1.01735 0.98
F 0.89674 0.85448 -0.12718 -0.33
F -0.88773 -0.12448 1.13009 -0.36
F 0.70782 1.18463 2.34302 -0.38
H -0.25025 1.35239 -4.78325 0.24
H -1.46011 0.07221 -5.63952 0.20
H -0.42720 -0.48719 -4.09051 0.24
H -3.77408 -0.27542 -3.40798 0.49
H -1.62459 3.12856 -2.90810 -0.22
H -0.23444 1.68119 -2.40320 -0.18
H -1.70252 0.78780 -1.18055 -0.18
H -3.51849 3.16363 -0.76752 0.17
H -4.06843 2.70412 -2.53485 0.18
H -4.89444 0.45542 0.50121 0.45
H -1.55176 4.12631 -0.67328 0.21
H 0.16332 3.37141 -0.89956 0.21
H -0.49381 3.25630 1.57889 0.18
H -2.65446 3.10060 1.78352 0.47
O 4.21448 -3.89214 0.64829 -0.92
S 3.94014 -4.02771 2.06273 2.35
O 2.89378 -4.89341 2.56368 -0.92
O 3.74715 -2.54526 2.71072 -0.72
C 2.79380 -1.66652 2.13065 -0.08
C 1.38168 -2.02417 2.55448 -0.65
C 5.45348 -4.43779 2.89598 -0.88
H 2.88867 -1.65303 1.03981 0.20
H 3.02921 -0.65864 2.48756 0.20
H 1.07669 -2.98638 2.13198 0.22
H 0.67176 -1.26525 2.21415 0.25
H 1.31383 -2.11322 3.64345 0.20
H 6.23582 -3.75219 2.56593 0.25
H 5.71764 -5.46365 2.63154 0.25
H 5.29636 -4.35989 3.97347 0.25
```